Density functional theory data (the ωB97M-V functional and the def2-TZVPD basis) for an isolated ion of composition C25H25O and charge +1 in a non-equilibrium geometry.

Last column: natural (NBO) charge in e.
Cartesian coordinates (Å):
C: 0.252043 3.074243 -3.975767  -0.64
C: 0.193888 1.571394 -3.843954  -0.09
O: 0.788440 1.298263 -2.535847  -0.37
C: 0.544148 0.113924 -2.018984  0.59
C: 1.036376 -0.244495 -0.652249  -0.16
C: 1.607358 -1.696200 -0.859216  -0.63
C: 2.239415 0.679915 -0.309175  -0.63
H: -0.075746 3.373304 -4.961201  0.24
H: -0.407920 3.556980 -3.244337  0.23
H: 1.268031 3.469519 -3.831050  0.24
H: -0.848511 1.216531 -3.856910  0.21
H: 0.779666 1.092118 -4.650521  0.22
H: 0.035429 -0.668220 -2.626780  0.22
H: 2.125804 -2.059369 0.062777  0.27
H: 0.810986 -2.492485 -1.121100  0.25
H: 2.374017 -1.570790 -1.798204  0.22
H: 2.761751 0.316438 0.596789  0.25
H: 2.916578 0.608991 -1.222978  0.22
H: 1.936256 1.749504 -0.140646  0.25
C: 0.004453 -0.236789 0.609277  -0.17
C: -0.635911 1.104927 0.633555  0.04
C: 0.111531 2.216434 1.034838  -0.25
C: -0.370954 3.514056 0.916035  -0.19
C: -1.669784 3.747341 0.462068  -0.21
C: -2.454673 2.637900 0.148862  -0.19
C: -1.980826 1.338357 0.309078  -0.25
C: -0.899938 -1.382840 0.257034  0.10
C: -0.688105 -2.461434 1.157763  -0.08
C: -1.301591 -3.697071 1.009116  -0.17
C: -2.185672 -3.886071 -0.063006  -0.20
C: -2.475274 -2.809412 -0.912624  -0.19
C: -1.860745 -1.538701 -0.752057  -0.29
C: 0.250875 -2.015655 2.186273  -0.05
C: 0.624917 -0.666284 1.904196  0.04
C: 1.200239 0.039245 2.973603  -0.20
C: 1.698198 -0.679233 4.090726  -0.21
C: 1.482542 -2.046201 4.251953  -0.18
C: 0.693392 -2.717336 3.304306  -0.19
H: 1.133131 2.101770 1.416070  0.22
H: 0.300344 4.354302 1.124162  0.23
H: -2.039172 4.753809 0.322209  0.23
H: -3.452781 2.793628 -0.278500  0.22
H: -2.689038 0.511285 0.175252  0.23
H: -1.042730 -4.488376 1.706723  0.23
H: -2.631410 -4.857738 -0.227889  0.23
H: -3.189447 -2.937690 -1.731079  0.23
H: -2.183890 -0.684728 -1.344726  0.22
H: 1.240622 1.124092 3.017845  0.22
H: 2.287654 -0.143066 4.840189  0.23
H: 1.914434 -2.598829 5.082999  0.23
H: 0.471597 -3.779257 3.365098  0.22

Cartesian forces (eV/Å) of the 3 atoms listed first:
C 0.02 0.41 0.35
C -0.17 0.83 -1.13
O -0.82 -3.80 1.50

Output
E_HOMO	-11.01	eV
lowest unoccupied orbital energy	-5.1502	eV
relative energy (zero: lowest compared OMol25 entry of this formula, charge and spin)	11.1	kcal/mol
total charge	+1
orbital gap	0.215	Ha

Density functional theory data (the ωB97M-V functional and the def2-TZVPD basis) for a 2-piece molecular cluster, C2H8NO2 overall in a non-equilibrium geometry.

Last column: natural (NBO) charge in e.
Cartesian coordinates (Å):
O: 0.555701 1.632255 0.547060  -0.48
C: 1.343653 0.756837 0.717897  0.43
C: 1.252957 -0.571922 -0.073654  -0.34
N: 0.001139 -0.500388 -0.870701  -0.70
H: 2.050992 0.772337 1.564740  0.16
H: 2.147258 -0.431970 -0.691992  0.26
H: 1.250342 -1.513113 0.464442  0.26
H: -0.233140 -1.428667 -1.203804  0.43
H: -0.812030 -0.100828 -0.303501  0.49
H: 0.079173 0.019359 -1.741401  0.44
H: -2.896792 -0.128853 0.914373  0.51
H: -2.570262 1.162249 0.204546  0.51
O: -2.168997 0.332699 0.471993  -0.96

Cartesian forces (eV/Å) of the 3 atoms listed first:
O -0.15 0.45 -0.63
C -0.66 -1.42 1.65
C 0.41 1.82 -0.29

Output
E_HOMO	-14.79	eV
lowest unoccupied orbital energy	-3.4919	eV
relative energy (zero: lowest compared OMol25 entry of this formula, charge and spin)	26.9	kcal/mol
total charge	+1
orbital gap	0.415	Ha

Density functional theory data (the ωB97M-V functional and the def2-TZVPD basis) for one molecule with the formula C5H11NO.

Last column: natural (NBO) charge in e.
Cartesian coordinates (Å):
H: 1.150629 -2.126646 0.984980  0.35
N: 0.515342 -1.372546 0.736103  -0.74
C: 1.128858 -0.517341 0.023846  0.59
C: 2.568931 -0.571658 -0.427820  -0.69
O: 0.549391 0.607097 -0.427210  -0.51
C: -0.850432 0.883184 -0.192711  0.11
C: -1.748511 -0.036762 -1.013674  -0.64
C: -1.235589 0.920881 1.281595  -0.64
H: 2.642237 -0.318024 -1.488887  0.23
H: 2.985155 -1.569394 -0.268603  0.22
H: 3.169569 0.154846 0.128818  0.23
H: -0.929573 1.897816 -0.597408  0.19
H: -2.722041 0.443970 -1.164384  0.21
H: -1.306863 -0.220688 -1.998070  0.22
H: -1.903060 -0.994619 -0.510638  0.23
H: -2.210071 1.413663 1.376907  0.21
H: -0.504398 1.492449 1.861980  0.21
H: -1.299572 -0.086223 1.695181  0.24

Cartesian forces (eV/Å) of the 3 atoms listed first:
H -0.08 0.03 -0.08
N 0.20 0.10 -0.20
C 0.03 -0.14 0.12

Output
E_HOMO	-9.85	eV
lowest unoccupied orbital energy	1.0082	eV
relative energy (zero: lowest compared OMol25 entry of this formula, charge and spin)	17.1	kcal/mol
SMILES	[H]/N=C(\C)OC(C)C
orbital gap	0.399	Ha

Density functional theory data (the ωB97M-V functional and the def2-TZVPD basis) for an isolated ion of composition C5H14NO7P2 and charge -1 in a non-equilibrium geometry.

Last column: natural (NBO) charge in e.
Cartesian coordinates (Å):
C: 0.542849 -3.424788 0.784254  -0.25
O: 1.486688 -2.769983 -0.027474  -0.84
P: 1.852016 -1.150914 0.480848  1.59
O: 2.067465 -1.144020 2.016603  -1.15
O: 3.443912 -1.382052 0.000840  -0.98
P: -0.551840 -0.131428 0.784652  1.21
O: -0.441464 -0.481171 2.254786  -1.11
O: -1.862309 0.960646 0.873484  -0.85
C: -3.112802 0.349399 0.910650  0.25
O: -3.967046 1.165384 1.622524  -0.73
C: 0.727973 1.350686 0.701722  0.30
O: 1.127899 1.838594 1.747451  -0.58
C: 1.042639 1.894206 -0.612034  -0.55
C: 0.398362 1.268603 -1.834993  -0.25
N: 1.229321 0.180397 -2.292935  -0.86
H: -0.252788 -2.665310 1.000551  0.17
H: 0.850749 -3.669724 1.805081  0.17
H: 0.208485 -4.209626 0.249247  0.17
H: 3.498802 -1.302704 -0.861056  0.45
H: 0.573918 -0.906043 2.416557  0.55
H: -3.428024 0.124774 -0.076627  0.12
H: -2.977645 -0.729820 1.321624  0.12
H: -3.372518 1.903582 1.805744  0.49
H: 2.249222 2.029722 -0.668759  0.23
H: 0.664428 2.964366 -0.495588  0.24
H: -0.613756 1.028501 -1.348510  0.20
H: 0.544705 2.020355 -2.651336  0.20
H: 1.431077 -0.473027 -1.531694  0.34
H: 0.806966 -0.499410 -2.943266  0.35

Cartesian forces (eV/Å) of the 3 atoms listed first:
C -0.15 3.97 1.95
O 0.49 0.94 0.60
P 3.02 -2.63 1.71

Output
E_HOMO	-4.29	eV
lowest unoccupied orbital energy	3.3159	eV
total charge	-1
SMILES	CO[P@@](=O)(O)[P@@](O)(OCO)=C([O-])CCN
orbital gap	0.279	Ha

Repeat the third record exactly.
Density functional theory data (the ωB97M-V functional and the def2-TZVPD basis) for one molecule with the formula C5H11NO.

Last column: natural (NBO) charge in e.
Cartesian coordinates (Å):
H: 1.150629 -2.126646 0.984980  0.35
N: 0.515342 -1.372546 0.736103  -0.74
C: 1.128858 -0.517341 0.023846  0.59
C: 2.568931 -0.571658 -0.427820  -0.69
O: 0.549391 0.607097 -0.427210  -0.51
C: -0.850432 0.883184 -0.192711  0.11
C: -1.748511 -0.036762 -1.013674  -0.64
C: -1.235589 0.920881 1.281595  -0.64
H: 2.642237 -0.318024 -1.488887  0.23
H: 2.985155 -1.569394 -0.268603  0.22
H: 3.169569 0.154846 0.128818  0.23
H: -0.929573 1.897816 -0.597408  0.19
H: -2.722041 0.443970 -1.164384  0.21
H: -1.306863 -0.220688 -1.998070  0.22
H: -1.903060 -0.994619 -0.510638  0.23
H: -2.210071 1.413663 1.376907  0.21
H: -0.504398 1.492449 1.861980  0.21
H: -1.299572 -0.086223 1.695181  0.24

Cartesian forces (eV/Å) of the 3 atoms listed first:
H -0.08 0.03 -0.08
N 0.20 0.10 -0.20
C 0.03 -0.14 0.12

Output
E_HOMO	-9.85	eV
lowest unoccupied orbital energy	1.0082	eV
relative energy (zero: lowest compared OMol25 entry of this formula, charge and spin)	17.1	kcal/mol
SMILES	[H]/N=C(\C)OC(C)C
orbital gap	0.399	Ha

Please write out number 4 again, unchanged.
Density functional theory data (the ωB97M-V functional and the def2-TZVPD basis) for an isolated ion of composition C5H14NO7P2 and charge -1 in a non-equilibrium geometry.

Last column: natural (NBO) charge in e.
Cartesian coordinates (Å):
C: 0.542849 -3.424788 0.784254  -0.25
O: 1.486688 -2.769983 -0.027474  -0.84
P: 1.852016 -1.150914 0.480848  1.59
O: 2.067465 -1.144020 2.016603  -1.15
O: 3.443912 -1.382052 0.000840  -0.98
P: -0.551840 -0.131428 0.784652  1.21
O: -0.441464 -0.481171 2.254786  -1.11
O: -1.862309 0.960646 0.873484  -0.85
C: -3.112802 0.349399 0.910650  0.25
O: -3.967046 1.165384 1.622524  -0.73
C: 0.727973 1.350686 0.701722  0.30
O: 1.127899 1.838594 1.747451  -0.58
C: 1.042639 1.894206 -0.612034  -0.55
C: 0.398362 1.268603 -1.834993  -0.25
N: 1.229321 0.180397 -2.292935  -0.86
H: -0.252788 -2.665310 1.000551  0.17
H: 0.850749 -3.669724 1.805081  0.17
H: 0.208485 -4.209626 0.249247  0.17
H: 3.498802 -1.302704 -0.861056  0.45
H: 0.573918 -0.906043 2.416557  0.55
H: -3.428024 0.124774 -0.076627  0.12
H: -2.977645 -0.729820 1.321624  0.12
H: -3.372518 1.903582 1.805744  0.49
H: 2.249222 2.029722 -0.668759  0.23
H: 0.664428 2.964366 -0.495588  0.24
H: -0.613756 1.028501 -1.348510  0.20
H: 0.544705 2.020355 -2.651336  0.20
H: 1.431077 -0.473027 -1.531694  0.34
H: 0.806966 -0.499410 -2.943266  0.35

Cartesian forces (eV/Å) of the 3 atoms listed first:
C -0.15 3.97 1.95
O 0.49 0.94 0.60
P 3.02 -2.63 1.71

Output
E_HOMO	-4.29	eV
lowest unoccupied orbital energy	3.3159	eV
total charge	-1
SMILES	CO[P@@](=O)(O)[P@@](O)(OCO)=C([O-])CCN
orbital gap	0.279	Ha

Question: Which formula does entry 4 have?
Answer: C5H14NO7P2